[1]
ORCA calculation (ωB97M-V/def2-TZVPD) on the molecule C9H16N2O5.

The calculation puts the HOMO energy at -0.3563 Ha. Its multiplicity is 1. As for the calculated total energy: -22810.2850 eV. For the LUMO energy, the calculation gives 0.467 eV. The relative energy (zero: lowest compared OMol25 entry of this formula, charge and spin) is 35.1 kcal/mol. The SMILES is CC(C)[C@H](NC(=O)[C@@H](N)CC(=O)O)C(=O)O. The value obtained for the orbital gap is 10.16 eV.

Last column: Mulliken charge in e.
CARTESIAN COORDINATES (ANGSTROEM)
C (0.17175, 2.14745, -0.51785)  0.165
C (0.39889, 0.65233, -0.01393)  0.288
C (0.49588, 3.03263, 0.65056)  -0.772
C (1.88111, 3.04937, 1.28010)  0.488
C (-0.22923, -1.77311, -0.37549)  -0.373
C (-0.75892, -2.63058, -1.56451)  0.289
C (-0.97427, -2.07320, 0.91971)  0.601
C (-0.85596, -3.57080, 1.27686)  -1.434
C (-2.37245, -1.64958, 0.76063)  -1.395
H (-1.00876, 3.21070, -1.67183)  0.328
H (-1.73241, 2.45161, -0.35422)  0.248
H (0.82506, 2.39205, -1.29962)  0.336
H (0.52520, 4.05877, 0.32577)  0.360
H (-0.29761, 3.03968, 1.38131)  0.391
H (3.54538, 3.03039, 0.96195)  0.351
H (-0.94245, -0.03309, -1.42003)  0.348
H (0.74658, -2.12747, -0.18737)  0.608
H (-0.49758, -1.42895, 1.70935)  0.393
H (0.27075, -3.94523, 1.08639)  0.282
H (-1.14791, -3.73348, 2.29869)  0.462
H (-1.41851, -4.17767, 0.50389)  0.279
H (-2.50459, -0.56717, 0.65586)  0.281
H (-2.93839, -1.85795, 1.68645)  0.434
H (-2.94935, -2.15207, -0.03396)  0.248
H (-0.52430, -2.66888, -3.31913)  0.353
N (-1.07027, 2.32899, -1.13185)  -0.686
N (-0.23342, -0.31906, -0.72079)  -0.144
O (0.96915, 0.34958, 1.03885)  -0.695
O (2.07957, 3.16390, 2.50097)  -0.604
O (2.78997, 2.99094, 0.30466)  -0.430
O (-1.84605, -3.10587, -1.75150)  -0.547
O (0.08659, -2.48202, -2.57443)  -0.454

---

[2]
ORCA calculation (ωB97M-V/def2-TZVPD) on a cluster of 2 separate species, C9H13NS in total.

The calculation puts the HOMO energy at -0.2981 Ha. Its multiplicity is 1. As for the calculated total energy: -21866.2778 eV. For the LUMO energy, the calculation gives 0.759 eV. The relative energy (zero: lowest compared OMol25 entry of this formula, charge and spin) is 55.6 kcal/mol. The SMILES is C=CSc1ccccc1.CN. The value obtained for the orbital gap is 8.87 eV.

Last column: Mulliken charge in e.
CARTESIAN COORDINATES (ANGSTROEM)
C (2.27158, 0.59170, 0.61552)  -0.293
C (2.17504, 0.26872, -0.73889)  -0.350
C (1.26365, 1.32675, 1.18335)  -0.354
C (1.03616, 0.59781, -1.47110)  -0.438
C (0.13346, 1.61056, 0.50414)  -0.276
C (0.04812, 1.37994, -0.87308)  0.446
C (0.11538, -3.57757, 0.64622)  -0.862
C (-2.07895, 2.92953, -1.23566)  -0.104
C (-3.33372, 3.25734, -1.58983)  -0.849
N (0.29148, -2.20535, 1.20639)  -0.560
S (-1.41207, 1.46931, -1.89571)  -0.175
H (3.13557, 0.25967, 1.20224)  0.344
H (2.93031, -0.36342, -1.39771)  0.214
H (1.21610, 1.54784, 2.32621)  0.223
H (1.00939, 0.19184, -2.52767)  0.244
H (-0.74635, 2.12357, 0.99068)  0.348
H (-0.13996, -3.42630, -0.35707)  0.274
H (1.06379, -4.00556, 0.75658)  0.305
H (-1.55650, 3.60286, -0.71822)  0.493
H (-4.12083, 2.66056, -2.04057)  0.254
H (-0.63061, -3.96258, 1.31321)  0.327
H (-4.00446, 4.02825, -1.18629)  0.253
H (0.92824, -1.93302, 0.52290)  0.271
H (-0.57334, -1.76273, 1.12296)  0.264

---

[3]
ORCA calculation (ωB97M-V/def2-TZVPD) on the ion C5H5O2 with charge -1.

The calculation puts the HOMO energy (spin up / spin down) at -0.0814 / -0.0814 Ha. Its multiplicity is 1. As for the calculated total energy: -9358.8884 eV. For the LUMO energy (spin up / spin down), the calculation gives 4.170 / 4.170 eV. As for the total charge: -1. The relative energy (zero: lowest compared OMol25 entry of this formula, charge and spin) is 64.7 kcal/mol. The value obtained for the orbital gap (spin up / spin down) is 6.39 / 6.38 eV.

Last column: Mulliken charge in e.
CARTESIAN COORDINATES (ANGSTROEM)
C (1.49262, 1.55321, -0.00500)  -0.712
C (2.22248, 0.47883, 0.22484)  0.293
C (-0.03588, 1.46841, -0.08098)  0.306
C (0.05919, -1.09001, -0.19294)  -0.928
C (-0.69444, 0.13059, 0.28080)  -0.016
O (3.22312, -0.12604, 0.32018)  -0.387
O (-0.76446, 2.43328, -0.37165)  -0.668
H (1.75154, 2.54405, 0.09836)  0.441
H (-0.22910, -1.58480, -1.13479)  0.167
H (0.07231, -2.01107, 0.64444)  0.068
H (-0.74385, 0.13327, 1.40701)  0.223
H (-1.66939, 0.22573, -0.21607)  0.213

---

[4]
ORCA calculation (ωB97M-V/def2-TZVPD) on a structure of composition C27H41CdF3NO19S2.

The calculation puts the HOMO energy at -0.3921 Ha. Its multiplicity is 1. As for the calculated total energy: -103424.7981 eV. For the LUMO energy, the calculation gives -9.432 eV. As for the total charge: +1. The value obtained for the orbital gap is 1.24 eV.

Last column: Mulliken charge in e.
CARTESIAN COORDINATES (ANGSTROEM)
Cd (-0.89606, 1.67483, 0.93508)  1.176
N (-1.15760, -1.81358, -0.11934)  -0.111
S (-2.12160, -3.01479, -0.19960)  1.035
O (-1.90264, -4.17799, 0.61911)  -0.475
O (-2.83961, -3.26408, -1.43238)  -0.460
F (-3.26003, -2.32418, 0.76287)  -0.311
S (0.14202, -2.81108, -0.72476)  1.036
O (-0.08482, -3.37509, -2.06067)  -0.485
O (0.87181, -3.54553, 0.25813)  -0.483
F (1.07520, -1.62437, -1.14892)  -0.212
C (-7.64069, 1.39910, -2.36369)  -0.582
O (-6.56236, 1.42669, -1.45861)  -0.307
C (-6.28944, 2.31897, -0.50683)  0.794
O (-5.18567, 2.35379, 0.11014)  -0.631
O (-7.35881, 3.15347, -0.42720)  -0.312
C (-7.43062, 4.15204, 0.55671)  -0.607
H (-7.98436, 0.36700, -2.43281)  0.261
H (-7.20093, 1.67128, -3.32318)  0.274
H (-8.50043, 2.06204, -2.26631)  0.293
H (-8.38273, 4.68267, 0.54826)  0.253
H (-6.63522, 4.89639, 0.51949)  0.274
H (-7.29462, 3.64726, 1.51315)  0.285
C (7.02378, 2.81072, 1.15527)  -0.623
O (5.59506, 2.76609, 1.02956)  -0.269
C (4.70596, 2.78535, 2.03572)  0.702
O (3.51276, 2.44608, 1.95008)  -0.573
O (5.39430, 3.14969, 3.24326)  -0.302
C (4.76730, 3.17068, 4.43258)  -0.632
H (7.56185, 2.76150, 0.20861)  0.266
H (7.48226, 2.00515, 1.72882)  0.307
H (7.33418, 3.66133, 1.76207)  0.300
H (3.96485, 3.90524, 4.50032)  0.272
H (5.46749, 3.34619, 5.24929)  0.264
H (4.33320, 2.21935, 4.74021)  0.288
C (-0.22181, 1.74190, -4.81118)  -0.643
O (0.86834, 2.67860, -4.71003)  -0.275
C (0.89037, 3.44476, -3.61190)  0.851
O (0.17103, 3.33351, -2.58734)  -0.666
O (1.74876, 4.37511, -3.83013)  -0.286
C (2.04442, 5.42816, -2.91544)  -0.605
H (0.15710, 0.94114, -5.44625)  0.224
H (-1.10155, 2.16831, -5.29318)  0.291
H (-0.57623, 1.38157, -3.84545)  0.311
H (2.68288, 6.14490, -3.43191)  0.231
H (2.50267, 5.08624, -1.98743)  0.271
H (1.12006, 5.92204, -2.61588)  0.302
C (3.55493, -2.92054, -7.45163)  -0.650
O (4.02835, -1.61002, -7.62780)  -0.293
C (4.87440, -1.12499, -6.85138)  0.829
O (5.48569, -1.73114, -5.95945)  -0.607
O (5.03372, 0.20121, -7.16122)  -0.317
C (5.75571, 1.05806, -6.21727)  -0.609
H (2.74078, -2.85163, -6.73018)  0.287
H (4.28929, -3.70304, -7.26055)  0.313
H (3.10813, -3.20016, -8.40572)  0.248
H (5.14419, 1.09811, -5.31587)  0.268
H (5.81221, 2.08276, -6.58455)  0.242
H (6.72725, 0.66034, -5.92394)  0.289
C (-0.22698, -1.81937, 5.67867)  -0.680
O (-1.30838, -1.16860, 6.37047)  -0.284
C (-1.90616, -0.14106, 5.82515)  0.812
O (-1.56340, 0.40305, 4.76594)  -0.618
O (-2.92628, 0.15192, 6.65865)  -0.288
C (-4.00021, 1.01353, 6.25353)  -0.636
H (-0.56021, -2.67776, 5.09538)  0.294
H (0.49358, -2.10466, 6.44515)  0.275
H (0.41162, -1.21110, 5.03812)  0.298
H (-4.66084, 1.22937, 7.09323)  0.248
H (-4.61465, 0.58717, 5.46057)  0.282
H (-3.53547, 1.98495, 6.08484)  0.294
F (-9.56276, -2.88172, 0.27055)  -0.295
C (-9.74710, -2.30439, 1.46235)  0.408
C (-10.71415, -1.33447, 1.48154)  -0.215
C (-11.04242, -0.70289, 2.63543)  -0.466
C (-10.36631, -1.04074, 3.79050)  -0.414
C (-9.40753, -2.13128, 3.74705)  -0.430
C (-9.12864, -2.72659, 2.60190)  -0.365
H (-11.11739, -1.08431, 0.51138)  0.394
H (-11.82861, 0.03366, 2.55948)  0.379
H (-10.60939, -0.61898, 4.75457)  0.407
H (-8.77331, -2.35364, 4.59247)  0.357
H (-8.49196, -3.57541, 2.40058)  0.405
C (7.88181, -3.33095, 0.12976)  -0.407
C (8.99968, -3.24468, -0.65151)  -0.323
C (10.08703, -4.07317, -0.38190)  -0.395
C (10.09381, -4.89396, 0.75285)  -0.258
C (9.02596, -4.82209, 1.66475)  -0.430
C (7.92252, -4.07037, 1.31016)  -0.208
H (7.00611, -2.79751, -0.20934)  0.377
H (8.92024, -2.54391, -1.46943)  0.372
H (10.93314, -4.04981, -1.05267)  0.347
H (10.85427, -5.61629, 1.01042)  0.363
H (9.05238, -5.46193, 2.53441)  0.356
H (7.06556, -4.10941, 1.96628)  0.334